Entry from OMol25: a structure of composition C26H26F3GeMgN6O2SSi (ωB97M-V/def2-TZVPD).

Positions of all 67 atoms, in Å:
Mg 0.43 0.27 0.71
C 3.14 -2.36 0.22
C 2.47 -2.22 1.56
C 2.78 -3.02 2.64
C 2.07 -2.83 3.83
C 1.09 -1.87 3.92
C 0.82 -1.05 2.79
N 1.53 -1.28 1.64
N -0.05 -0.05 2.69
Si -1.04 0.63 3.93
C 0.00 1.20 5.40
C -2.33 -0.60 4.54
C -1.90 2.10 3.18
H 4.05 -2.95 0.29
H 3.38 -1.37 -0.18
H 2.47 -2.85 -0.48
H 3.56 -3.77 2.56
H 2.29 -3.45 4.69
H 0.55 -1.72 4.84
H 0.32 0.38 6.04
H -0.58 1.90 6.02
H 0.89 1.72 5.05
H -1.88 -1.50 4.96
H -2.98 -0.91 3.71
H -2.96 -0.16 5.31
H -1.18 2.78 2.71
H -2.45 2.67 3.94
H -2.62 1.79 2.41
Ge -1.53 1.39 -2.93
C -2.53 -0.16 -3.52
C -1.96 -1.39 -3.84
C -2.74 -2.45 -4.24
C -4.12 -2.31 -4.34
C -4.71 -1.09 -4.03
C -3.92 -0.02 -3.63
C 0.40 1.36 -3.05
C 1.02 2.60 -3.18
C 2.40 2.71 -3.24
C 3.19 1.57 -3.18
C 2.59 0.32 -3.06
C 1.21 0.22 -2.99
H -2.04 2.65 -3.64
H -0.89 -1.53 -3.79
H -2.27 -3.40 -4.47
H -4.73 -3.14 -4.65
H -5.78 -0.96 -4.11
H -4.39 0.92 -3.38
H 0.42 3.50 -3.21
H 2.86 3.69 -3.32
H 4.27 1.65 -3.22
H 3.19 -0.58 -3.01
H 0.78 -0.77 -2.87
S -2.17 1.90 -0.76
C -2.91 3.38 -1.15
N -3.45 4.37 -1.39
F 4.13 1.54 0.60
C 3.35 2.44 1.23
F 3.35 2.12 2.54
F 3.96 3.64 1.11
C 1.90 2.48 0.69
O 1.17 3.31 1.20
O 1.60 1.60 -0.18
N 0.03 -3.93 -3.15
C -0.51 -3.51 -2.21
N -1.17 -3.08 -1.14
C -0.98 -1.84 -0.86
N -0.88 -0.71 -0.57

Properties
**Total charge**: -1
**Frontier orbital gap**: 8.09 eV
**E_HOMO**: -5.46 eV

Mulliken atomic charge list, values in e, 2 entries: atom 1 (Mg): 0.552, atom 2 (C): -1.090

---

Entry from OMol25: a structure of composition C26H26F3MgN3O2SSi (ωB97M-V/def2-TZVPD).

Positions of all 63 atoms, in Å:
Mg 0.06 -0.09 -0.05
C -1.62 1.53 3.63
C -0.52 1.02 2.73
O -0.89 0.68 1.57
C 0.79 0.99 3.21
C 1.93 0.60 2.42
C 3.29 0.75 3.06
N 1.82 0.15 1.21
N 3.03 -0.15 0.57
C 2.77 -0.53 -0.66
O 1.63 -0.61 -1.22
C 3.97 -0.87 -1.49
C 3.84 -0.98 -2.87
C 4.93 -1.28 -3.67
C 6.18 -1.50 -3.09
C 6.32 -1.41 -1.71
C 5.22 -1.10 -0.92
H -1.97 2.50 3.25
H -2.47 0.85 3.57
H -1.30 1.64 4.67
H 0.97 1.33 4.22
H 3.20 1.19 4.05
H 3.78 -0.23 3.14
H 3.94 1.36 2.43
H 2.85 -0.82 -3.29
H 4.82 -1.35 -4.74
H 7.03 -1.75 -3.71
H 7.28 -1.59 -1.25
H 5.31 -1.02 0.16
F -3.63 -4.71 -1.24
C -2.99 -5.07 -0.14
F -2.27 -6.20 -0.46
F -3.96 -5.52 0.72
C -2.12 -4.04 0.52
C -1.87 -4.27 1.86
C -1.07 -3.41 2.60
C -0.55 -2.33 1.92
N -0.75 -2.09 0.63
C -1.52 -2.92 -0.15
S -1.71 -2.51 -1.79
H -2.33 -5.13 2.34
H -0.87 -3.57 3.65
H 0.09 -1.61 2.43
C -1.81 1.06 -3.40
Si -1.06 1.60 -1.73
C 0.05 3.07 -2.28
C -2.58 2.53 -0.96
C -2.66 3.91 -0.74
C -3.75 4.50 -0.12
C -4.82 3.72 0.31
C -4.77 2.35 0.10
C -3.67 1.77 -0.51
H -2.16 1.92 -3.98
H -2.65 0.37 -3.24
H -1.06 0.51 -3.98
H -0.48 3.76 -2.96
H 0.92 2.67 -2.81
H 0.43 3.65 -1.43
H -1.84 4.54 -1.06
H -3.77 5.58 0.04
H -5.68 4.18 0.80
H -5.59 1.72 0.44
H -3.64 0.69 -0.62

Properties
**Total charge**: -2
**Frontier orbital gap**: 5.70 eV
**E_HOMO**: -1.01 eV

Mulliken atomic charge list, values in e, 2 entries: atom 1 (Mg): 1.417, atom 2 (C): -1.511

---

Entry from OMol25: a structure of composition C26H26FN8O2PrS2 (ωB97M-V/def2-TZVPD).

Positions of all 66 atoms, in Å:
Pr 1.19 -0.52 -1.15
N -2.98 1.74 -0.46
C -1.71 1.42 -0.83
N -1.19 0.27 -0.61
C -1.95 -0.69 0.06
N -1.30 -1.81 0.48
N -0.11 -2.24 -0.06
C 0.60 -3.19 0.59
C 1.87 -3.55 0.10
C 2.59 -4.64 0.67
C 3.79 -5.00 0.13
C 4.31 -4.29 -0.97
C 3.59 -3.22 -1.44
N 2.41 -2.83 -0.93
C -3.36 -0.53 0.23
C -4.27 -1.53 0.59
C -5.62 -1.25 0.74
C -6.11 0.03 0.52
C -5.23 1.04 0.11
C -3.89 0.76 -0.03
H -3.34 2.64 -0.74
H -1.12 2.18 -1.32
H 0.20 -3.68 1.47
H 2.16 -5.17 1.51
H 4.34 -5.83 0.56
H 5.26 -4.54 -1.43
H 3.97 -2.62 -2.25
H -3.90 -2.53 0.75
H -6.30 -2.04 1.03
H -7.16 0.25 0.64
H -5.59 2.04 -0.09
N 4.39 1.95 0.78
C 3.53 0.92 0.46
S 3.91 0.11 -1.04
N 2.65 0.74 1.43
N 1.40 0.10 1.31
C 1.02 -0.31 2.45
C -0.37 -0.48 3.02
C -0.50 0.37 4.12
C -1.63 0.43 4.92
C -2.69 -0.42 4.65
C -2.60 -1.28 3.57
C -1.48 -1.31 2.76
O -1.58 -2.29 1.76
H 5.30 1.92 0.35
H 4.33 2.27 1.73
H 1.77 -0.24 3.24
H 0.34 1.01 4.36
H -1.67 1.12 5.75
H -3.58 -0.41 5.26
H -3.41 -1.95 3.31
O 1.32 1.81 -1.62
S 1.96 1.91 -3.03
C 2.67 3.56 -3.03
C 1.69 4.52 -3.73
C 0.32 3.85 -3.72
C 0.59 2.40 -4.08
H 3.65 3.50 -3.51
H 2.82 3.76 -1.97
H 2.01 4.67 -4.77
H 1.70 5.50 -3.26
H -0.39 4.32 -4.41
H -0.12 3.91 -2.72
H 0.94 2.29 -5.11
H -0.20 1.67 -3.90
F 0.82 -0.58 -3.22

Properties
**Multiplicity**: 3
**Total charge**: 0
**Frontier orbital gap (alpha / beta)**: 4.43 / 4.41 eV
**E_HOMO (alpha / beta)**: -4.71 / -4.70 eV

Mulliken atomic charge list, values in e, 2 entries: atom 1 (Pr): 0.819, atom 2 (N): 0.085

---

Entry from OMol25: a structure of composition C26H26FeI2N7O4S (ωB97M-V/def2-TZVPD).

Positions of all 67 atoms, in Å:
Fe -0.68 0.68 0.14
I -5.53 -2.68 -4.67
C -4.02 -1.97 -3.49
C -2.91 -2.76 -3.25
C -1.81 -2.20 -2.54
I -0.09 -3.26 -2.19
C -1.85 -0.85 -2.08
O -0.75 -0.41 -1.45
C -3.02 -0.09 -2.30
C -3.19 1.26 -1.66
N -2.92 1.30 -0.22
C -3.89 0.55 0.72
C -3.30 -0.76 1.17
C -4.21 -1.81 1.60
C -3.62 -3.02 1.84
C -2.25 -3.24 1.58
C -1.50 -2.18 1.11
N -1.97 -0.89 1.14
C -4.07 -0.67 -3.06
H -2.86 -3.83 -3.47
H -4.27 1.49 -1.81
H -2.43 1.96 -2.09
H -2.99 2.31 0.04
H -4.88 0.49 0.26
H -3.97 1.13 1.63
H -5.26 -1.62 1.94
H -4.23 -3.80 2.32
H -1.95 -4.29 1.65
H -0.48 -2.30 0.79
H -5.05 -0.07 -3.22
N -0.89 1.55 2.42
N -0.90 3.00 2.46
C -0.72 3.64 1.32
N -0.62 4.98 1.39
N -0.66 2.88 0.15
N -0.03 3.43 -1.00
O 0.05 2.61 -1.95
O 0.42 4.57 -1.04
H -1.66 1.19 3.02
H 0.00 1.16 2.67
H -0.80 3.44 3.35
H -0.25 5.31 2.25
H -0.19 5.37 0.56
O 1.27 0.16 1.24
S 2.28 -0.91 0.80
C 2.97 -0.56 -0.82
C 3.89 -1.53 -1.35
C 4.23 -1.49 -2.72
C 3.59 -0.57 -3.57
C 2.78 0.43 -3.07
C 2.38 0.34 -1.69
C 3.64 -0.66 1.84
C 4.51 -1.78 2.07
C 5.72 -1.52 2.69
C 6.11 -0.20 3.05
C 5.20 0.82 2.98
C 3.95 0.60 2.32
H 4.30 -2.37 -0.73
H 4.90 -2.18 -3.09
H 3.89 -0.46 -4.67
H 2.59 1.27 -3.69
H 1.55 1.02 -1.34
H 4.32 -2.77 1.69
H 6.47 -2.32 2.90
H 7.10 -0.04 3.45
H 5.26 1.71 3.59
H 3.30 1.44 2.08

Properties
**Multiplicity**: 6
**Total charge**: +2
**Frontier orbital gap (alpha / beta)**: 8.31 / 5.35 eV
**E_HOMO (alpha / beta)**: -13.77 / -13.70 eV

Mulliken atomic charge list, values in e, 2 entries: atom 1 (Fe): 2.621, atom 2 (I): 0.273

---

Entry from OMol25: a structure of composition C26H26HgN5S (ωB97M-V/def2-TZVPD).

Positions of all 59 atoms, in Å:
Hg 0.36 -1.90 3.12
C -3.26 3.21 -0.43
C -3.69 2.18 0.56
C -5.01 2.22 1.13
C -5.45 1.28 2.04
C -4.62 0.23 2.46
C -3.29 0.24 1.97
C -2.87 1.16 0.96
N -1.55 1.16 0.39
C -0.69 0.09 0.23
N -1.16 -1.16 0.43
C -0.35 -2.37 0.15
C 0.45 -2.86 1.15
C 1.15 -4.02 0.88
C 1.06 -4.63 -0.33
C 0.29 -4.10 -1.35
C -0.44 -2.96 -1.11
C -1.40 -2.51 -2.16
N 0.51 0.26 -0.21
C 0.91 1.61 -0.47
C 1.09 2.56 0.55
C 1.61 3.79 0.30
C 1.92 4.22 -0.97
C 1.85 3.28 -1.97
C 1.37 2.02 -1.71
C 1.19 1.02 -2.84
H -3.97 4.00 -0.56
H -3.26 2.82 -1.50
H -2.30 3.63 -0.05
H -5.69 2.98 0.74
H -6.47 1.38 2.39
H -4.79 -0.48 3.28
H -2.61 -0.40 2.45
H -1.27 1.93 -0.15
H -2.16 -1.30 0.42
H 1.72 -4.48 1.74
H 1.65 -5.57 -0.41
H 0.12 -4.61 -2.28
H -1.49 -1.42 -2.16
H -2.41 -2.96 -2.06
H -1.01 -2.93 -3.09
H 0.91 2.22 1.56
H 1.80 4.41 1.16
H 2.30 5.19 -1.20
H 2.10 3.61 -2.95
H 1.39 1.44 -3.83
H 0.15 0.67 -2.80
H 1.77 0.10 -2.65
S 3.77 -0.09 3.63
C 4.01 -0.91 2.23
N 3.97 -0.18 1.09
C 3.88 -0.68 -0.15
C 3.98 -2.02 -0.35
C 4.14 -2.73 0.85
N 4.12 -2.22 2.03
H 3.87 0.83 1.24
H 3.63 0.03 -0.88
H 3.76 -2.49 -1.26
H 4.40 -3.81 0.78

Properties
**Multiplicity**: 2
**Total charge**: 0
**Frontier orbital gap (alpha / beta)**: 7.39 / 7.16 eV
**E_HOMO (alpha / beta)**: -7.12 / -7.97 eV

Mulliken atomic charge list, values in e, 2 entries: atom 1 (Hg): -0.020, atom 2 (C): -1.385

---

Entry from OMol25: a structure of composition C26H26N3OS2SiTc (ωB97M-V/def2-TZVPD).

Positions of all 60 atoms, in Å:
Tc -0.66 0.80 -0.69
C 2.77 -3.07 -2.07
C 1.59 -2.15 -2.18
C 0.34 -2.55 -1.70
C -0.80 -1.81 -1.95
C -0.71 -0.62 -2.69
C 0.56 -0.15 -3.07
C 1.69 -0.91 -2.82
H 2.75 -3.80 -2.88
H 2.76 -3.62 -1.13
H 3.71 -2.52 -2.14
H 0.26 -3.49 -1.16
H -1.77 -2.18 -1.64
H -1.60 -0.19 -3.13
H 0.64 0.77 -3.65
H 2.66 -0.56 -3.15
S -0.11 2.78 0.21
C -1.37 3.89 -0.26
C -1.38 5.17 0.39
N -1.36 6.19 0.93
C -2.25 3.53 -1.23
S -2.09 1.96 -1.98
C -3.28 4.40 -1.71
N -4.11 5.08 -2.12
C -3.13 -2.25 1.61
Si -3.13 -0.51 0.97
C -3.93 0.78 2.04
C -4.02 -0.49 -0.66
N -1.36 -0.06 0.79
C -0.47 -0.16 1.90
C -0.89 -0.36 3.21
C 0.04 -0.36 4.25
C 1.38 -0.15 3.99
C 1.83 0.04 2.69
C 0.90 0.01 1.67
O 1.23 0.19 0.32
C 2.59 0.25 -0.06
C 3.42 -0.82 0.19
C 4.74 -0.76 -0.23
C 5.21 0.37 -0.90
C 4.36 1.44 -1.14
C 3.04 1.39 -0.71
H -4.14 -2.66 1.56
H -2.79 -2.35 2.64
H -2.48 -2.88 0.99
H -5.01 0.63 2.02
H -3.72 1.77 1.63
H -3.62 0.78 3.09
H -4.96 -1.03 -0.47
H -3.53 -1.00 -1.49
H -4.28 0.51 -0.97
H -1.93 -0.49 3.44
H -0.31 -0.51 5.26
H 2.10 -0.13 4.80
H 2.87 0.22 2.48
H 3.03 -1.70 0.69
H 5.40 -1.59 -0.04
H 6.24 0.41 -1.22
H 4.72 2.32 -1.65
H 2.37 2.22 -0.88

Properties
**Multiplicity**: 2
**Total charge**: +1
**Frontier orbital gap (alpha / beta)**: 6.82 / 6.97 eV
**E_HOMO (alpha / beta)**: -11.72 / -11.77 eV

Mulliken atomic charge list, values in e, 2 entries: atom 1 (Tc): 0.115, atom 2 (C): -1.652

---

Entry from OMol25: a structure of composition C26H27BClMnN7S2 (ωB97M-V/def2-TZVPD).

Positions of all 65 atoms, in Å:
Mn 0.09 0.20 0.32
C 4.06 -0.52 -0.82
N 3.37 -1.79 -0.66
C 3.92 -2.93 -0.12
C 2.97 -3.89 -0.22
N 1.87 -3.35 -0.84
B 0.65 -4.23 -1.26
N -0.74 -3.57 -0.93
C -1.83 -3.87 -1.72
C -2.91 -3.25 -1.21
N -2.48 -2.57 -0.09
C -3.32 -1.74 0.76
C -1.14 -2.78 0.07
S -0.21 -2.09 1.35
C 2.12 -2.06 -1.11
S 1.07 -0.90 -1.82
H 4.89 -0.49 -0.12
H 3.37 0.30 -0.62
H 4.43 -0.41 -1.83
H 4.90 -2.95 0.31
H 2.98 -4.92 0.09
H 0.66 -4.38 -2.46
H 0.75 -5.27 -0.66
H -1.72 -4.49 -2.59
H -3.94 -3.22 -1.53
H -3.84 -1.00 0.15
H -2.68 -1.25 1.49
H -4.05 -2.36 1.28
Cl 1.76 2.12 0.94
C 0.48 3.35 0.82
C 0.53 4.42 1.69
C -0.49 5.35 1.66
C -1.53 5.18 0.76
C -1.55 4.10 -0.11
C -0.54 3.12 -0.12
C -0.56 1.91 -0.95
H 1.36 4.51 2.39
H -0.47 6.20 2.33
H -2.33 5.90 0.72
H -2.36 3.99 -0.81
H 0.32 1.86 -1.60
H -1.46 1.87 -1.57
C -2.72 2.57 3.03
C -2.34 1.76 1.98
N -1.29 0.94 2.05
C -0.61 0.88 3.19
C -0.90 1.65 4.31
C -1.97 2.53 4.20
C -0.09 1.67 5.54
C 0.66 0.74 6.15
C 0.85 -0.69 5.85
C 1.84 -1.39 6.53
C 1.96 -2.74 6.26
N 1.17 -3.37 5.39
C 0.24 -2.61 4.80
N 0.04 -1.31 4.99
H -3.56 3.24 2.93
H -2.86 1.79 1.03
H 0.22 0.18 3.22
H -2.22 3.18 5.03
H -0.11 2.63 6.04
H 1.18 1.07 7.04
H 2.49 -0.90 7.24
H 2.72 -3.35 6.75
H -0.40 -3.10 4.08

Properties
**Multiplicity**: 6
**Total charge**: 0
**Frontier orbital gap (alpha / beta)**: 6.10 / 7.02 eV
**E_HOMO (alpha / beta)**: -6.53 / -7.45 eV

Mulliken atomic charge list, values in e, 2 entries: atom 1 (Mn): 0.295, atom 2 (C): -0.585

---

What is the total charge in the third record?
0

---

total charge of number 6 (C26H26N3OS2SiTc)?
+1

---

Number 5 is which compound?
C26H26HgN5S

---

The highest total charge belongs to which entry?
C26H26FeI2N7O4S